No. 1
Here is an isolated ion of composition C6H18NSi and charge +1 from the Open Molecules 2025 dataset. Energies are from ωB97M-V with the def2-TZVPD basis set.

Its structure (SMILES) is CC[N+](C)(C)C[SiH2]C. The relative energy (zero: lowest compared OMol25 entry of this formula, charge and spin) is 41.89 kcal per mole. The total charge is +1. For the frontier orbital gap, the calculation gives 11.6 eV.

```
26
Properties=species:S:1:pos:R:3:forces:R:3:nbo_charge:R:1
C 2.339 0.006 0.534 -0.35 1.21 -1.16 -0.65
C 1.236 -0.965 0.089 3.43 -1.23 -0.48 -0.21
N 0.273 -0.566 -0.908 -0.79 2.67 -1.46 -0.22
C -0.442 -1.670 -1.408 -3.89 -2.04 2.19 -0.41
C 0.640 0.238 -2.112 1.00 1.00 -2.57 -0.45
C -0.626 0.342 -0.182 -0.86 0.16 1.29 -0.64
Si -1.259 0.113 1.636 -2.88 1.43 -0.01 1.01
C -1.984 1.884 2.054 2.01 -1.35 -0.97 -1.04
H 2.652 0.556 -0.442 -0.15 -0.32 2.22 0.23
H 2.047 0.628 1.445 0.14 -0.26 -1.71 0.24
H 3.202 -0.538 0.900 0.10 -0.35 -0.27 0.26
H 0.643 -1.155 0.912 -0.90 -1.10 1.68 0.22
H 1.656 -1.905 -0.284 0.26 0.16 0.24 0.23
H -0.775 -2.237 -0.477 0.21 0.26 -1.40 0.23
H -1.367 -1.406 -1.978 0.93 0.13 0.50 0.24
H 0.170 -2.255 -1.987 1.45 -1.56 -1.38 0.23
H 1.262 1.099 -1.810 -0.73 -0.28 -0.22 0.24
H 1.183 -0.230 -3.004 -0.30 -0.37 1.87 0.26
H -0.315 0.537 -2.647 1.04 0.02 1.21 0.25
H -1.484 0.525 -0.823 0.13 0.72 0.07 0.25
H 0.052 1.147 0.017 -0.31 1.40 -0.29 0.24
H -2.513 -0.786 1.643 1.32 0.03 0.16 -0.12
H -0.164 0.005 2.585 0.35 -0.68 0.14 -0.14
H -1.196 2.587 1.684 -0.61 -0.08 1.24 0.23
H -2.837 2.123 1.508 -1.49 0.13 -1.54 0.24
H -2.394 1.924 3.054 0.92 0.30 0.63 0.27
```
Forces are in eV/Å.

=====

No. 2
Here is C6H18O12Zr as an isolated structure from the Open Molecules 2025 dataset. Energies are from ωB97M-V with the def2-TZVPD basis set.

The relative energy (zero: lowest compared OMol25 entry of this formula, charge and spin) is 0.00 kcal per mole. The total charge is +1. As for the spin multiplicity: 2. For the frontier orbital gap (alpha / beta), the calculation gives 3.7 / 3.7 eV.

```
37
Properties=species:S:1:pos:R:3:forces:R:3:nbo_charge:R:1
Zr -0.399 -1.056 -0.931 -0.84 1.71 2.67 1.85
C -0.800 3.155 2.769 -1.04 -2.45 -2.70 -0.47
C -1.010 2.226 1.722 3.74 1.09 2.05 0.40
C 0.274 1.387 1.232 2.71 3.07 3.17 0.39
O 0.093 0.322 0.553 -0.19 -1.18 -1.08 -0.83
C 1.599 1.860 1.715 -4.70 -2.91 -3.00 -0.44
C 1.706 2.780 2.748 5.47 2.20 1.08 0.41
C 0.451 3.454 3.258 -0.02 3.80 4.52 0.37
O 0.458 4.358 4.184 1.41 -2.46 -2.38 -0.57
O 2.948 3.058 3.078 -4.97 -0.52 -0.32 -0.56
O -2.088 2.084 1.179 -3.08 -1.85 -2.32 -0.76
H -1.691 3.663 3.105 0.25 0.21 0.20 0.23
H 2.529 1.485 1.314 0.08 -0.29 0.15 0.17
O -1.477 -1.239 -2.886 -0.20 -0.19 -0.91 -0.93
H -1.952 -1.954 -3.309 -0.30 -0.42 0.06 0.52
H -1.461 -0.541 -3.541 0.15 0.56 -0.28 0.52
O 1.086 -2.004 -2.323 0.41 -0.37 -0.72 -0.92
H 0.951 -2.023 -3.271 -0.28 -0.06 -0.47 0.52
H 1.935 -2.425 -2.193 0.42 0.04 0.29 0.52
O 0.940 -2.290 0.354 0.35 -1.27 0.44 -0.93
H 1.038 -2.066 1.279 0.00 0.64 0.52 0.54
H 1.672 -2.879 0.171 0.42 -0.06 -0.08 0.51
O 0.246 0.744 -2.018 0.08 0.46 -1.60 -0.93
H -0.164 1.606 -1.956 -0.47 0.39 0.42 0.53
H 1.145 0.924 -2.290 0.62 -0.09 0.27 0.52
O -1.042 -3.311 -1.090 -0.19 -0.21 -0.26 -0.93
H -0.472 -4.049 -0.876 0.39 -0.30 0.13 0.51
H -1.912 -3.698 -1.185 -0.50 0.04 0.02 0.52
O -1.616 -1.508 0.984 -0.18 -1.07 0.28 -0.92
H -1.552 -2.360 1.415 0.04 -0.35 0.19 0.50
H -2.374 -1.089 1.393 -0.23 0.70 0.05 0.53
O -2.183 0.302 -0.823 -0.50 -0.67 -1.84 -0.96
H -2.718 0.614 -1.553 -0.27 -0.06 -0.28 0.50
H -2.466 0.828 -0.076 0.52 1.71 2.05 0.55
O 2.413 -0.282 -0.700 0.39 -0.33 -0.73 -0.96
H 3.097 -0.414 -1.355 0.53 0.08 -0.12 0.47
H 2.793 0.337 -0.077 -0.02 0.40 0.52 0.51
```
Forces are in eV/Å.

=====

No. 3
Here is a 3-piece molecular cluster, C6H18O3 overall from the Open Molecules 2025 dataset. Energies are from ωB97M-V with the def2-TZVPD basis set.

Its structure (SMILES) is CCO.CCO.CCO. The relative energy (zero: lowest compared OMol25 entry of this formula, charge and spin) is 25.27 kcal per mole. For the frontier orbital gap, the calculation gives 11.0 eV.

```
27
Properties=species:S:1:pos:R:3:forces:R:3:nbo_charge:R:1
C 1.633 -0.072 -0.514 -0.16 -0.57 0.53 -0.66
C 2.318 1.265 -0.294 0.74 -0.47 -0.13 -0.06
O 3.092 1.659 -1.432 -0.36 0.17 0.04 -0.72
H 2.256 -0.888 -0.135 0.14 0.03 -0.25 0.20
H 1.401 -0.287 -1.557 -0.05 0.26 -0.07 0.21
H 0.719 -0.165 0.070 -0.14 0.22 -0.12 0.22
H 3.017 1.152 0.542 -0.21 0.16 0.21 0.16
H 1.619 2.056 -0.039 -0.02 0.17 -0.29 0.18
H 3.467 0.859 -1.813 0.05 0.07 0.02 0.46
C -1.758 1.520 -1.553 -0.24 0.70 0.20 -0.63
C -1.565 0.575 -2.700 -0.32 -0.05 -0.84 -0.06
O -2.858 0.334 -3.281 0.00 0.01 0.16 -0.73
H -2.554 1.178 -0.889 0.22 -0.22 0.14 0.21
H -2.103 2.492 -1.919 0.01 -0.11 -0.17 0.21
H -0.845 1.735 -0.999 0.03 -0.33 0.09 0.21
H -1.121 -0.384 -2.422 0.06 0.06 0.22 0.16
H -0.936 1.029 -3.474 0.21 -0.01 0.21 0.16
H -2.756 0.178 -4.223 0.03 -0.06 0.01 0.47
C -0.129 -2.296 3.547 0.11 0.58 0.01 -0.63
C -0.067 -1.171 2.498 -0.78 -1.39 0.14 -0.06
O -1.085 -0.213 2.748 0.34 0.41 0.04 -0.72
H -1.170 -2.602 3.653 0.00 -0.04 0.13 0.20
H 0.236 -1.899 4.496 -0.17 -0.17 0.11 0.21
H 0.453 -3.184 3.298 0.13 0.13 -0.18 0.21
H -0.269 -1.639 1.528 0.40 0.19 -0.16 0.15
H 0.907 -0.692 2.503 -0.03 0.24 -0.10 0.18
H -1.901 -0.540 2.362 -0.04 0.01 0.05 0.47
```
Forces are in eV/Å.

=====

No. 4
Here is C6H18O6Tl as an isolated structure from the Open Molecules 2025 dataset. Energies are from ωB97M-V with the def2-TZVPD basis set.

The relative energy (zero: lowest compared OMol25 entry of this formula, charge and spin) is 36.35 kcal per mole. The total charge is +3. For the frontier orbital gap, the calculation gives 3.3 eV.

```
31
Properties=species:S:1:pos:R:3:forces:R:3:nbo_charge:R:1
Tl 11.732 -36.266 14.388 0.25 -0.16 0.32 0.96
C 8.816 -38.712 13.215 0.40 -0.18 -0.41 -0.11
C 7.856 -37.746 13.873 -0.37 0.83 0.26 -0.08
O 8.542 -36.920 14.764 -0.26 0.25 0.14 -0.61
O 9.833 -37.995 12.523 -0.19 -0.05 0.06 -0.63
H 8.262 -39.401 12.578 0.06 0.07 -0.14 0.25
H 9.314 -39.274 14.030 -0.16 0.13 -0.11 0.28
H 6.975 -38.221 14.310 0.11 -0.08 0.06 0.27
H 7.474 -37.064 13.048 0.14 -0.41 -0.12 0.24
H 7.953 -36.660 15.498 0.22 -0.22 -0.03 0.53
H 9.960 -38.351 11.629 -0.03 -0.11 0.09 0.53
C 13.122 -32.719 13.740 -0.04 0.31 -0.08 -0.11
C 13.543 -33.453 12.477 0.59 -0.54 0.13 -0.08
O 13.758 -34.830 12.720 -0.32 0.55 -0.54 -0.62
O 12.048 -33.368 14.373 -0.18 0.03 0.06 -0.65
H 12.871 -31.686 13.496 0.10 0.00 -0.01 0.24
H 14.000 -32.717 14.421 -0.09 -0.08 -0.16 0.28
H 14.452 -33.014 12.059 -0.17 0.21 -0.08 0.26
H 12.718 -33.350 11.715 -0.03 0.17 0.23 0.22
H 14.472 -35.115 12.124 0.11 -0.18 0.36 0.53
H 11.508 -32.697 14.822 0.03 -0.18 0.02 0.53
C 10.551 -34.907 11.072 0.07 -0.43 -0.34 -0.10
C 9.330 -34.918 11.969 -0.41 0.95 -0.20 -0.10
O 9.612 -34.636 13.279 -0.31 -0.35 0.26 -0.57
O 11.518 -35.806 11.487 -0.03 0.12 -0.19 -0.62
H 10.923 -33.834 11.157 -0.06 -0.14 0.15 0.28
H 10.266 -35.036 10.020 0.11 -0.02 0.06 0.27
H 8.882 -35.984 11.901 0.38 -0.27 -0.02 0.30
H 8.565 -34.242 11.564 -0.01 -0.17 0.03 0.26
H 8.815 -34.261 13.704 0.31 0.07 0.07 0.54
H 12.147 -35.985 10.762 -0.23 -0.14 0.16 0.53
```
Forces are in eV/Å.

=====

No. 5
Here is an isolated ion of composition C6H19B2BrN2O3P3 and charge -1 from the Open Molecules 2025 dataset. Energies are from ωB97M-V with the def2-TZVPD basis set.

The total charge is -1. For the frontier orbital gap, the calculation gives 6.7 eV.

```
36
Properties=species:S:1:pos:R:3:forces:R:3:nbo_charge:R:1
C -0.124 -0.777 3.342 0.07 0.07 0.20 -0.93
P 1.096 -0.435 2.015 -0.07 0.01 0.00 0.75
C 1.958 -2.062 1.951 0.09 -0.01 0.03 -0.94
C -0.009 -0.638 0.528 -0.10 -0.06 -0.29 -0.18
O -1.397 -0.682 0.822 0.00 -0.32 -0.13 -0.76
B -2.009 -0.607 -0.497 0.14 -0.11 -0.11 0.54
Br -3.746 0.570 -0.307 -0.13 0.10 0.03 -0.36
P -2.599 -2.389 -1.198 0.05 0.12 -0.13 1.06
N -2.237 -2.827 -2.685 -0.12 0.08 0.07 -1.35
O -1.046 -0.025 -1.402 0.03 0.03 0.11 -0.74
C 0.034 0.433 -0.564 0.05 0.24 0.10 -0.38
B -0.356 1.879 -0.004 0.09 -0.11 0.22 1.11
N -0.229 2.228 1.412 -0.09 0.57 -0.58 -1.14
O -0.846 2.771 -0.925 -0.20 0.28 0.21 -0.89
P 1.602 0.379 -1.573 -0.03 -0.14 0.09 0.79
C 2.534 1.791 -0.819 0.02 0.00 -0.03 -0.96
C 1.019 1.201 -3.108 0.08 0.01 -0.14 -0.93
H 0.315 -0.490 4.300 -0.05 -0.04 0.02 0.21
H -0.410 -1.829 3.379 -0.04 0.00 -0.06 0.22
H -1.014 -0.179 3.158 0.01 0.04 -0.01 0.27
H 2.369 -2.278 2.940 0.05 -0.01 -0.02 0.22
H 2.785 -2.005 1.242 -0.02 -0.04 0.00 0.23
H 1.294 -2.876 1.655 -0.04 0.01 0.04 0.22
H 0.272 -1.582 0.030 0.16 0.00 0.10 0.19
H -3.971 -2.501 -0.880 -0.05 -0.02 0.12 -0.08
H -2.091 -3.292 -0.213 0.02 0.01 0.06 -0.12
H -3.070 -3.079 -3.203 0.07 -0.08 -0.07 0.35
H -0.758 3.056 1.667 0.07 0.02 0.05 0.36
H 0.724 2.346 1.732 -0.02 -0.41 0.22 0.40
H -1.073 3.622 -0.525 0.03 -0.27 -0.15 0.47
H 2.068 2.758 -1.024 -0.04 0.02 0.05 0.21
H 3.545 1.796 -1.228 0.00 0.03 0.00 0.22
H 2.612 1.641 0.260 0.03 0.00 -0.01 0.23
H 0.179 1.866 -2.923 -0.01 0.03 0.04 0.25
H 0.723 0.446 -3.834 -0.06 0.01 0.02 0.24
H 1.856 1.773 -3.518 0.00 -0.03 -0.05 0.21
```
Forces are in eV/Å.

=====

No. 6
Here is a 3-piece molecular cluster, C6H19BNO5PS3 overall from the Open Molecules 2025 dataset. Energies are from ωB97M-V with the def2-TZVPD basis set.

For the frontier orbital gap, the calculation gives 7.7 eV.

```
36
Properties=species:S:1:pos:R:3:forces:R:3:nbo_charge:R:1
N 1.474 0.836 4.647 -1.99 0.34 -2.11 -1.22
P 1.034 0.958 3.094 2.23 -0.80 0.26 1.82
O 1.898 2.235 2.246 -2.59 -2.36 -0.66 -0.95
O 1.320 -0.543 2.235 0.43 4.02 -0.20 -0.95
B -0.826 1.415 3.052 -1.94 0.43 -0.99 0.27
S -1.439 3.232 3.165 0.73 -0.36 -1.18 -0.26
C -2.048 0.292 2.880 -0.20 0.30 -0.24 -0.88
C -3.176 1.030 1.913 2.30 -0.69 -5.24 0.43
O -2.963 1.063 0.575 -1.71 -0.01 8.64 -0.59
H 0.603 1.039 5.213 1.31 -0.15 -0.57 0.37
H 1.383 2.379 1.377 1.27 -0.27 1.74 0.49
H 1.711 -0.350 1.314 -0.89 -0.78 1.60 0.52
H -0.830 3.908 2.065 -0.23 -1.15 1.57 0.19
H -1.532 -0.638 2.364 -1.41 1.78 0.91 0.30
H -2.535 -0.008 3.903 0.88 0.48 -1.92 0.27
H -4.096 1.540 2.449 1.72 -0.93 -1.30 0.17
C -3.072 1.012 -2.238 0.08 -0.14 -0.13 -0.82
S -1.963 0.485 -3.567 0.26 0.19 0.27 1.23
O -0.557 0.653 -3.073 -0.62 0.07 -0.23 -0.98
C -2.322 1.873 -4.669 0.07 0.11 -0.08 -0.83
H -2.986 0.303 -1.412 0.09 0.16 -0.36 0.27
H -2.792 2.009 -1.890 0.06 -0.14 -0.04 0.23
H -4.102 1.018 -2.603 0.07 -0.03 -0.07 0.22
H -2.088 2.817 -4.170 0.01 -0.12 0.04 0.23
H -3.376 1.851 -4.954 0.07 -0.06 0.05 0.22
H -1.704 1.775 -5.565 -0.05 -0.07 0.16 0.24
C 4.260 -3.159 0.290 -0.04 -0.06 0.12 -0.83
S 3.238 -2.199 -0.853 -0.18 -0.12 0.07 1.24
O 1.894 -2.017 -0.211 0.55 -0.03 -0.14 -0.99
C 3.075 -3.503 -2.096 -0.13 -0.07 -0.04 -0.83
H 4.460 -2.549 1.174 -0.10 0.00 -0.17 0.25
H 3.734 -4.068 0.589 -0.04 0.11 -0.06 0.23
H 5.206 -3.415 -0.194 -0.08 0.07 -0.03 0.23
H 2.622 -4.391 -1.649 0.02 0.13 0.05 0.23
H 4.060 -3.747 -2.500 -0.05 0.09 0.08 0.23
H 2.434 -3.137 -2.902 0.08 0.07 0.18 0.25
```
Forces are in eV/Å.

=====

Going through the records in order, we get electronic energy values of -15873.0138 -32356.8279 -12655.1883 -23455.7895 -114920.7009 -60725.2505 eV.
Going through the records in order, we get F_max values of 4.9 6.3 1.6 1.1 0.8 8.8 eV/A.